{"formula": "C49H50BF8O3", "method": "the ωB97M-V functional and the def2-TZVPD basis", "elements": ["F", "F", "F", "F", "F", "F", "F", "F", "O", "O", "O", "C", "C", "C", "C", "C", "C", "C", "C", "C", "C", "C", "C", "C", "C", "C", "C", "C", "C", "C", "C", "C", "C", "C", "C", "C", "C", "C", "C", "C", "C", "C", "C", "C", "C", "C", "C", "C", "C", "C", "C", "C", "C", "C", "C", "C", "C", "C", "C", "C", "B", "H", "H", "H", "H", "H", "H", "H", "H", "H", "H", "H", "H", "H", "H", "H", "H", "H", "H", "H", "H", "H", "H", "H", "H", "H", "H", "H", "H", "H", "H", "H", "H", "H", "H", "H", "H", "H", "H", "H", "H", "H", "H", "H", "H", "H", "H", "H", "H", "H", "H"], "xyz": [[0.58841, 0.27735, 1.88619], [-2.67735, 10.55599, 5.52068], [4.45114, -8.27161, -2.51215], [-2.84318, 6.51629, 1.38696], [3.92645, -11.97142, -0.72150], [-1.44719, -1.69656, -9.01111], [2.23104, -1.32202, 6.52716], [-3.05749, 0.33464, -3.06666], [5.12193, -5.96366, -2.18784], [-1.33280, -3.47417, 1.11296], [-0.80958, -6.54749, -0.99523], [-1.83287, -1.64252, -3.45723], [4.15352, -6.90601, -2.02233], [2.79188, -6.42260, -1.24743], [0.00495, 8.75699, 1.24059], [-0.91461, 1.31733, 6.78607], [-0.35985, -5.34308, -0.28127], [-0.15910, -2.58884, 1.10448], [5.25272, -12.02984, -0.90102], [1.20669, -0.46280, 6.61127], [-2.63553, -0.60646, -3.92159], [0.67714, 0.88150, -10.42262], [-0.28670, 1.10152, 5.55687], [-1.91312, 0.57874, -9.42023], [-0.47886, 0.64035, 7.92613], [-0.19168, 1.97311, -10.38425], [-3.35244, 13.99015, 6.47191], [-1.76189, -2.55633, -5.69193], [-1.95340, 2.84367, 1.56257], [-1.48628, 1.82430, -9.88062], [-1.03845, -0.50162, -9.45796], [0.70835, -2.67326, 2.53175], [-3.00698, -0.53154, -5.25952], [0.78314, 0.21067, 5.47079], [0.25369, -0.36112, -9.95185], [-1.29459, 1.62166, 1.42955], [-3.30770, 11.73166, 5.64347], [0.58363, -0.25870, 7.83743], [-0.82285, 7.66406, 0.98403], [-4.56036, 11.90030, 5.06404], [-2.56362, -1.50837, -6.15105], [-2.69872, 12.76421, 6.34819], [-1.53381, -4.15968, -0.17229], [-0.08668, 3.71151, 2.83742], [-1.62319, 9.62027, 2.81123], [-0.39560, 9.73266, 2.15678], [-4.61399, 14.16642, 5.89817], [0.56704, 2.48557, 2.71370], [7.28582, -11.03626, -1.71858], [-5.21916, 13.12232, 5.19707], [5.90419, -10.97818, -1.53604], [-1.34823, 3.88778, 2.26368], [7.99971, -12.15155, -1.27329], [-2.04626, 7.56360, 1.63735], [-1.39861, -2.62553, -4.34613], [0.20482, -7.05358, -1.93507], [7.33602, -13.20433, -0.64155], [-0.04194, 1.45302, 2.00898], [5.95615, -13.14086, -0.44922], [-2.45556, 8.53311, 2.54610], [1.59277, -7.59519, -1.22059], [-2.88144, 14.80623, 7.01424], [0.13935, 2.94375, -10.74737], [0.60773, -1.65029, 3.11729], [-5.01225, 11.08098, 4.51484], [0.95993, 8.84880, 0.72918], [0.30843, -3.56267, 3.18655], [-1.72219, 12.60622, 6.79415], [7.89317, -14.07317, -0.29951], [-0.96645, 0.81303, 8.88255], [0.38432, 4.52759, 3.37975], [-1.42000, -3.32045, -6.38676], [0.91889, -1.21812, -9.96601], [-1.85969, 4.84270, 2.36423], [-1.93098, 10.37875, 3.52696], [-0.15935, -5.67452, 0.84222], [-0.52478, 6.89228, 0.28192], [3.08226, -6.12631, -0.14646], [-1.74612, 2.01561, 6.85364], [1.68290, 0.99878, -10.81885], [1.31710, -7.93381, -0.12947], [0.60684, -2.78023, 0.24135], [-2.93711, 2.98189, 1.12040], [5.42561, -13.94619, 0.04787], [0.92943, -0.80008, 8.71176], [1.28835, 0.03656, 4.52639], [-0.77795, -3.44436, -3.99031], [-5.12545, 15.12134, 5.99873], [9.07669, -12.19843, -1.41987], [5.33201, -10.12383, -1.88266], [0.45836, -6.28513, -2.81263], [1.54357, 2.32758, 3.15965], [2.41823, -5.43492, -1.79159], [0.56853, -4.80092, -0.77262], [-1.28395, -3.37728, -1.02954], [-3.41699, 8.43466, 3.03914], [-2.91769, 0.44227, -9.03334], [7.80563, -10.21573, -2.20693], [1.85836, -2.84199, 2.31271], [-3.63710, 0.28515, -5.59630], [-1.74649, 0.80233, 0.88035], [-0.52031, -1.45892, 0.99023], [-6.20287, 13.26053, 4.75489], [-0.63047, 1.62716, 4.66947], [1.98159, -8.51052, -1.84673], [-2.61419, -4.59432, -0.33744], [-2.84204, -1.45454, -7.20059], [0.25236, 10.58264, 2.35991], [-0.28236, -8.00670, -2.46300], [-1.55255, -1.67597, -2.40965], [-2.15989, 2.67703, -9.84819]], "atomic_forces_ev_per_a": [[0.2, 0.1, 0.0], [0.0, -0.2, 0.2], [-1.0, 3.6, 1.3], [-0.3, -0.1, -0.1], [0.0, -0.1, 0.0], [0.0, -0.2, -0.1], [0.1, -0.1, 0.0], [-0.1, 0.3, 0.2], [-5.8, -7.0, 0.5], [0.9, 0.3, -1.2], [0.9, 2.3, -0.3], [0.0, 0.1, 0.0], [5.0, 6.0, -0.1], [0.5, -0.2, -0.1], [-0.4, 0.1, 0.3], [0.1, -0.1, 0.0], [-0.7, 0.0, 0.7], [0.8, 1.2, 0.6], [0.9, 0.0, -0.1], [-0.8, 0.6, 0.0], [0.4, -0.9, -0.8], [-0.4, 0.0, 0.1], [0.0, -0.2, 0.5], [0.0, 0.0, 0.0], [0.1, 0.0, -0.4], [-0.1, 0.0, 0.0], [-0.3, -0.3, -0.3], [0.0, 0.1, 0.0], [0.4, 0.0, 0.2], [0.4, -0.3, -0.1], [0.3, 0.9, -0.3], [-0.2, 0.1, -0.2], [0.0, 0.0, 0.1], [0.0, 0.0, 0.0], [0.0, -0.1, 0.0], [0.0, -0.1, 0.0], [-0.6, 1.0, 0.1], [0.1, 0.0, 0.0], [0.0, -0.1, -0.1], [0.0, -0.1, 0.0], [0.1, -0.1, 0.4], [0.1, 0.0, 0.0], [1.5, -0.3, -1.2], [-0.3, -0.3, -0.3], [0.2, -0.1, -0.3], [0.0, -0.1, -0.1], [0.1, 0.0, 0.0], [0.1, 0.0, -0.2], [-0.2, -0.5, 0.2], [0.4, 0.1, 0.2], [-0.1, 0.1, -0.1], [0.1, 0.1, 0.1], [0.0, 0.0, 0.0], [0.7, 1.0, 0.2], [-0.2, 0.2, -0.2], [-0.1, -1.2, -1.5], [-0.1, 0.4, -0.2], [-0.5, 1.0, 0.0], [-0.1, 0.0, 0.0], [0.0, -0.1, 0.0], [-0.2, 1.5, -0.8], [-0.1, -0.2, -0.1], [-0.1, -0.2, 0.1], [0.1, -2.4, -1.1], [0.1, 0.0, 0.1], [-0.2, -0.1, 0.1], [0.8, 1.8, -1.3], [-0.1, 0.0, -0.1], [-0.1, 0.1, 0.0], [0.1, -0.1, -0.2], [-0.1, -0.2, -0.1], [-0.1, 0.2, 0.1], [-0.1, 0.1, 0.0], [0.1, -0.3, 0.0], [0.1, -0.3, -0.3], [0.0, 0.9, -2.3], [-0.1, 0.0, 0.1], [0.0, -0.5, -2.3], [0.1, -0.1, 0.0], [-0.2, -0.1, 0.1], [-0.1, -0.3, 1.0], [-1.7, 0.0, 1.4], [0.2, -0.1, 0.1], [0.0, 0.1, -0.1], [0.0, 0.0, -0.1], [0.0, 0.0, 0.1], [-0.1, 0.1, 0.0], [0.1, -0.2, 0.0], [-0.2, 0.0, 0.0], [0.0, -0.1, 0.1], [-0.9, -1.1, 1.6], [-0.1, 0.0, -0.1], [1.3, -2.0, 0.9], [-1.7, -1.5, 1.0], [-0.8, -1.6, 1.6], [0.1, 0.0, 0.0], [0.1, 0.0, 0.0], [-0.2, -0.1, 0.1], [-2.4, 0.3, 0.4], [0.1, 0.0, 0.1], [0.1, 0.0, 0.1], [0.6, -2.5, 0.1], [0.2, -0.1, 0.1], [0.1, -0.2, 0.3], [0.3, -0.8, -0.5], [2.2, 1.0, 0.8], [0.0, 0.0, 0.3], [-0.1, -0.2, 0.0], [0.6, 2.2, 1.1], [-0.1, 0.0, -0.1], [0.1, -0.2, 0.0]], "lowdin_charge": [0.045, 0.049, -0.063, 0.048, 0.073, 0.057, 0.067, 0.055, -0.087, -0.233, -0.245, -0.015, -0.180, -0.137, -0.082, -0.093, -0.168, -0.238, -0.281, -0.283, -0.291, -0.085, -0.067, -0.020, -0.090, -0.102, -0.083, -0.087, -0.068, -0.084, -0.284, -0.083, -0.023, -0.011, -0.013, -0.004, -0.292, -0.022, -0.017, -0.016, -0.091, -0.016, -0.155, -0.081, -0.078, -0.093, -0.099, -0.049, -0.077, -0.082, 0.002, -0.091, -0.113, -0.294, -0.065, -0.253, -0.103, -0.290, -0.029, -0.009, -0.524, 0.105, 0.098, 0.043, 0.116, 0.105, 0.087, 0.116, 0.096, 0.101, 0.107, 0.103, 0.118, 0.080, 0.083, 0.149, 0.119, 0.110, 0.099, 0.104, 0.036, 0.120, 0.108, 0.110, 0.113, 0.098, 0.108, 0.100, 0.093, 0.097, 0.100, 0.120, 0.098, 0.114, 0.100, 0.115, 0.112, 0.106, 0.086, 0.109, 0.115, 0.103, 0.105, 0.084, 0.026, 0.139, 0.082, 0.100, 0.106, 0.096, 0.103], "homo_lumo_gap_ev": 6.408, "lumo_ev": 1.540, "homo_energy_ha": -0.1789, "charge": -1}